The following is a DFT calculation (ωB97M-V with the def2-TZVPD basis set) of a gas-phase ion, C9H17N2S (charge +1) at a distorted geometry.

HOMO-LUMO gap, eV: 8.13
E_LUMO, eV: -3.0
Energy relative to the best compared isomer or geometry (same formula, charge and spin), kcal per mole: 57.5
Charge: +1
Total energy, eV: -23414.4469

Each line ends with the natural charge from an NBO analysis.
Positions of all 29 atoms, in Å:
C -0.053 1.272 2.430  -0.4079
C -0.623 2.180 1.319  -0.4771
C 1.245 -0.898 -0.404  -0.5027
C 1.405 1.216 2.149  -0.2320
C 2.156 0.402 -0.209  -0.1940
C -1.596 -2.253 -1.513  -0.2442
C -1.370 -1.588 -2.842  -0.5660
C 0.219 1.698 0.225  0.2104
C -0.153 -0.460 -0.750  -0.1882
N 1.406 1.314 0.661  -0.3639
N -1.350 -1.253 -0.402  -0.5353
S -0.369 -0.080 -2.585  0.1978
H -0.327 1.706 3.397  0.2395
H -0.436 0.258 2.396  0.1919
H -1.737 1.998 1.092  0.2422
H -0.230 3.124 1.588  0.2469
H 1.664 -1.635 -1.159  0.2465
H 1.137 -1.439 0.568  0.2026
H 1.916 2.172 2.420  0.2152
H 1.996 0.359 2.527  0.2272
H 2.958 0.047 0.440  0.2310
H 2.239 1.006 -1.031  0.2265
H -2.561 -2.810 -1.324  0.2442
H -0.768 -2.946 -1.496  0.2254
H -1.064 -2.287 -3.656  0.2585
H -2.249 -1.130 -3.241  0.2301
H 0.080 2.228 -0.696  0.2170
H -2.224 -0.564 -0.379  0.4341
H -1.308 -1.636 0.474  0.4243

=====

The following is a DFT calculation (ωB97M-V with the def2-TZVPD basis set) of a molecular structure, C31H32CoOPS3.

Multiplicity: 2
HOMO-LUMO gap (spin up / spin down), eV: 6.01 / 6.01
E_LUMO (spin up / spin down), eV: 2.5 / 2.5
Energy relative to the best compared isomer or geometry (same formula, charge and spin), kcal per mole: 0.0
Charge: -1
Expectation value of S²: 0.787
Total energy, eV: -114134.4018

Each line ends with the natural charge from an NBO analysis.
Positions of all 69 atoms, in Å:
Co 0.629 -0.558 0.757  0.4841
C -2.040 -1.092 2.489  -0.5217
C -0.805 -1.422 3.319  -0.5382
S 0.238 0.062 3.336  0.2230
C 1.857 -0.537 3.885  -0.5359
C 2.682 -1.239 2.807  -0.5458
S 2.832 -0.246 1.297  -0.3942
C 2.088 -2.999 -0.202  -0.4842
C -0.019 -3.388 -0.036  -0.4745
S -1.670 -0.809 0.725  -0.4452
H -2.526 -0.205 2.910  0.1874
H -2.753 -1.917 2.573  0.2009
H -0.245 -2.232 2.851  0.2282
H -1.083 -1.704 4.340  0.1933
H 1.731 -1.156 4.777  0.1974
H 2.379 0.375 4.180  0.2189
H 2.227 -2.204 2.566  0.1929
H 3.675 -1.438 3.221  0.1953
H 2.930 -2.963 0.491  0.2258
H 2.472 -2.750 -1.195  0.2117
H -0.688 -3.665 0.783  0.2162
H -0.618 -3.357 -0.951  0.2150
O 0.506 1.549 0.456  -1.0923
P -0.274 2.313 -0.553  1.9637
C -2.038 2.434 -0.172  -0.3864
C -3.048 2.283 -1.113  -0.2088
C -4.376 2.353 -0.721  -0.1628
C -4.697 2.565 0.609  -0.2226
C -3.688 2.718 1.554  -0.2028
C -2.364 2.656 1.164  -0.1669
C -0.110 1.712 -2.248  -0.3570
C 0.497 2.449 -3.259  -0.1952
C 0.675 1.893 -4.516  -0.2317
C 0.252 0.595 -4.766  -0.1979
C -0.347 -0.147 -3.758  -0.2040
C -0.526 0.402 -2.501  -0.1812
C 0.300 4.028 -0.525  -0.4399
C 1.413 4.315 0.262  -0.1633
C 1.873 5.619 0.351  -0.2161
C 1.230 6.633 -0.345  -0.2031
C 0.119 6.348 -1.133  -0.2460
C -0.348 5.050 -1.220  -0.1278
H -2.802 2.090 -2.148  0.2179
H -5.160 2.219 -1.455  0.1981
H -5.734 2.603 0.916  0.2037
H -3.937 2.871 2.595  0.2088
H -1.574 2.735 1.902  0.2359
H 0.846 3.455 -3.065  0.2183
H 1.154 2.470 -5.296  0.2069
H 0.398 0.159 -5.745  0.2060
H -0.663 -1.165 -3.942  0.2155
H -0.972 -0.187 -1.711  0.2596
H 1.905 3.503 0.782  0.2619
H 2.736 5.842 0.964  0.2132
H 1.592 7.651 -0.274  0.2059
H -0.384 7.141 -1.672  0.2073
H -1.225 4.830 -1.817  0.2095
C 0.870 -2.173 0.193  -0.0725
C 1.260 -4.319 -0.202  -0.2144
C 1.465 -5.166 0.993  -0.1195
C 1.426 -6.522 0.952  -0.2553
C 1.262 -7.207 -0.267  -0.2308
C 1.204 -6.468 -1.465  -0.2868
C 1.243 -5.109 -1.451  -0.0637
H 1.618 -4.652 1.935  0.1996
H 1.541 -7.091 1.867  0.1972
H 1.225 -8.286 -0.288  0.1907
H 1.144 -6.995 -2.410  0.1959
H 1.221 -4.554 -2.381  0.1830

=====

Q: What is the charge in the first record?
A: +1

=====

Q: Among the records above, which one has the highest total energy?
A: C9H17N2S

=====

Q: The highest total energy belongs to which entry?
A: C9H17N2S